Arrangement one

10
Properties=species:S:1:pos:R:3 method="wB97M-V/def2-TZVPD" spin_multiplicity=1 homo_lumo_gap_ev=9.645 homo_ev=-8.99 lumo_energy_ev=0.65
N 2.79 0.54 0.19
C 1.85 -0.07 0.05
N 0.85 -0.88 0.17
C -0.81 -0.29 -0.14
N -1.06 0.98 0.10
H 0.86 -1.76 -0.29
H -0.84 -0.57 -1.18
H -1.42 -1.04 0.60
H -1.33 1.42 1.03
H -0.88 1.66 -0.53

=====

Arrangement two

10
Properties=species:S:1:pos:R:3 method="wB97M-V/def2-TZVPD" spin_multiplicity=1 homo_lumo_gap_ev=10.421 homo_ev=-9.67 lumo_energy_ev=0.75
N 3.74 -0.20 -0.04
C 2.65 0.15 0.01
N 1.40 0.57 -0.01
C 0.30 -0.37 0.05
N -0.88 0.37 -0.08
H 1.02 1.42 0.50
H 0.50 -1.21 -0.68
H 0.41 -0.84 0.99
H -1.77 -0.21 -0.22
H -0.83 0.97 -0.87

=====

Energetically preferred structure: arrangement two | next structure: +21.0 kcal/mol

=====

Arrangement one

17
Properties=species:S:1:pos:R:3 method="wB97M-V/def2-TZVPD" spin_multiplicity=1 homo_lumo_gap_ev=9.326 homo_ev=-8.77 lumo_energy_ev=0.55
C 1.01 1.66 -2.46
C 0.70 1.01 -1.15
C 1.37 1.26 0.00
C 0.84 0.45 0.98
C -0.11 -0.32 0.36
C -0.89 -1.30 1.17
N -0.34 -2.00 2.11
N -1.33 -2.83 2.57
N -2.50 -2.70 1.96
N -2.21 -1.70 1.06
O -0.33 0.03 -0.97
H 0.16 2.18 -2.86
H 1.75 2.40 -2.34
H 1.47 0.93 -3.22
H 2.06 2.05 0.30
H 1.19 0.20 2.03
H -2.81 -1.34 0.45

=====

Arrangement two

17
Properties=species:S:1:pos:R:3 method="wB97M-V/def2-TZVPD" spin_multiplicity=1 homo_lumo_gap_ev=9.872 homo_ev=-9.66 lumo_energy_ev=0.21
C -0.84 2.75 0.08
C -0.85 1.30 0.00
C -1.94 0.54 -0.08
C -1.83 -1.02 -0.05
C 0.45 -0.66 0.09
C 2.84 -0.39 -0.11
H -2.18 3.04 -0.05
H -0.53 3.03 0.97
H -0.27 3.12 -0.88
H -2.81 1.04 -0.14
H 1.89 -1.85 1.05
H 1.24 1.34 0.42
N -0.48 -1.47 0.01
N 1.76 -1.18 0.15
N 3.71 0.34 -0.27
N 0.42 0.65 0.12
O -2.77 -1.65 -0.13

=====

Energetically preferred structure: arrangement two | next structure: +2.7 kcal/mol

=====

Arrangement one

18
Properties=species:S:1:pos:R:3 method="wB97M-V/def2-TZVPD" spin_multiplicity=1 homo_lumo_gap_ev=9.142 homo_ev=-8.74 lumo_energy_ev=0.40
O 2.83 3.41 -0.61
C 2.13 2.51 -0.16
N 1.39 1.71 -0.98
C 0.65 0.80 -0.42
C 0.54 0.62 1.00
C 1.34 1.40 1.84
N 2.13 2.33 1.20
C -0.35 -0.45 1.51
C -0.84 -1.46 0.44
O -1.19 -0.72 -0.72
N -0.03 -0.07 -1.26
H 1.31 1.27 2.91
H 2.64 3.02 1.72
H -1.26 0.04 1.87
H 0.12 -1.00 2.32
H -1.72 -2.00 0.81
H -0.03 -2.18 0.26
H -0.13 0.28 -2.19

=====

Arrangement two

18
Properties=species:S:1:pos:R:3 method="wB97M-V/def2-TZVPD" spin_multiplicity=1 homo_lumo_gap_ev=9.458 homo_ev=-8.84 lumo_energy_ev=0.62
H 1.83 -1.08 0.23
N 1.21 -1.30 -0.56
C 0.00 -1.33 -0.19
C -0.22 -0.85 1.21
C -0.61 0.63 1.04
C -1.85 1.31 1.06
N -1.53 2.64 0.73
C -0.25 2.68 0.49
N 0.39 1.48 0.68
H -0.72 -1.39 -0.91
H 0.79 -0.82 1.64
H -0.98 -1.34 1.74
H -2.74 0.88 1.31
H 0.24 3.66 0.34
H 1.33 1.10 0.60
O 1.97 -2.75 -3.04
C 1.03 -2.08 -3.09
O 0.10 -1.45 -3.28

=====

Energetically preferred structure: arrangement two | next structure: +15.8 kcal/mol

=====

Arrangement one

21
Properties=species:S:1:pos:R:3 method="wB97M-V/def2-TZVPD" spin_multiplicity=1 homo_lumo_gap_ev=11.181 homo_ev=-10.40 lumo_energy_ev=0.78
C -3.14 -0.46 -0.05
C -2.05 0.47 0.26
C -0.76 0.32 -0.50
O 0.33 1.24 0.00
H -3.32 -0.43 -1.15
H -4.06 -0.13 0.42
H -2.97 -1.51 0.07
H -2.50 1.45 0.19
H -1.71 0.55 1.25
H -0.26 -0.64 -0.36
H -0.86 0.44 -1.55
H 0.47 1.00 0.88
O 2.93 -1.38 0.09
H 3.81 -1.59 0.04
H 2.82 -0.68 -0.59
O 2.32 0.83 -1.85
H 1.53 1.03 -1.41
H 2.87 1.56 -1.71
O 1.46 -0.30 2.02
H 1.10 -1.04 2.57
H 2.00 -0.74 1.38

=====

Arrangement two

21
Properties=species:S:1:pos:R:3 method="wB97M-V/def2-TZVPD" spin_multiplicity=1 homo_lumo_gap_ev=10.977 homo_ev=-10.59 lumo_energy_ev=0.39
C -2.10 -0.19 0.04
C -0.83 -0.84 0.70
C 0.12 0.15 1.39
O 0.02 -1.35 -0.39
H -2.26 -0.42 -0.98
H -2.00 0.87 0.30
H -2.99 -0.50 0.54
H -1.08 -1.73 1.25
H -0.22 0.86 2.05
H 0.65 0.73 0.62
H 1.01 -0.50 1.72
H -0.60 -1.80 -1.03
O 4.25 3.56 -0.03
H 4.01 3.70 0.83
H 3.83 2.79 -0.36
O -3.83 -2.05 -1.77
H -3.82 -1.41 -1.00
H -4.00 -2.92 -1.14
O 3.44 0.75 -0.72
H 2.76 0.05 -0.44
H 3.65 0.26 -1.59

=====

Energetically preferred structure: arrangement one | next structure: +28.9 kcal/mol

=====

Arrangement one

9
Properties=species:S:1:pos:R:3 method="wB97M-V/def2-TZVPD" spin_multiplicity=1 homo_lumo_gap_ev="8.319 / 8.473" homo_ev="-10.36 / -10.21" lumo_energy_ev="-2.04 / -1.74"
C 1.85 -0.27 0.34
N 2.90 -0.23 0.79
N -1.57 -1.24 -0.85
N -0.32 0.54 1.05
O 0.62 1.29 -1.18
S 0.31 0.08 -0.48
H -1.87 -1.01 -1.78
H -0.70 -0.34 1.32
H -1.22 1.18 0.80

=====

Arrangement two

9
Properties=species:S:1:pos:R:3 method="wB97M-V/def2-TZVPD" spin_multiplicity=1 homo_lumo_gap_ev="7.911 / 7.922" homo_ev="-10.75 / -10.75" lumo_energy_ev="-2.83 / -2.83"
C -0.17 -0.34 2.65
N 0.26 -0.43 3.70
N -1.61 0.54 -0.33
N 0.62 -0.48 -0.70
O -1.27 -2.05 -0.15
S -0.83 -0.70 0.08
H -2.48 0.77 0.11
H 1.06 0.42 -0.55
H 1.27 -1.25 -0.70

=====

Energetically preferred structure: arrangement two | next structure: +47.1 kcal/mol

=====

Arrangement one

13
Properties=species:S:1:pos:R:3 method="wB97M-V/def2-TZVPD" spin_multiplicity=1 homo_lumo_gap_ev=7.282 total_charge=-1 homo_ev=-4.13 lumo_energy_ev=3.15
O 0.83 -1.74 2.32
C 0.03 -1.71 1.37
O -1.08 -2.30 1.27
C 0.49 -0.84 0.17
C -0.09 0.59 0.30
C 0.03 1.35 -0.97
O 1.00 1.85 -1.48
O -1.18 1.41 -1.63
H 0.20 -1.28 -0.78
H 1.57 -0.79 0.28
H 0.51 1.09 1.05
H -1.15 0.50 0.56
H -1.15 1.87 -2.47

=====

Arrangement two

13
Properties=species:S:1:pos:R:3 method="wB97M-V/def2-TZVPD" spin_multiplicity=1 homo_lumo_gap_ev=6.624 total_charge=-1 homo_ev=-2.82 lumo_energy_ev=3.80
C -0.11 -0.13 -0.46
C 2.40 0.63 -0.27
C 1.08 0.51 0.31
C -2.96 -0.22 -0.03
O -0.13 -1.56 -0.22
O -1.73 0.30 0.13
O 1.56 1.72 -0.16
O -4.01 0.45 -0.17
H 3.27 0.62 0.28
H 2.47 0.46 -1.38
H 1.18 0.29 1.40
H -3.07 -1.34 -0.12
H 0.04 -1.74 0.68

=====

Energetically preferred structure: arrangement one | next structure: +137.0 kcal/mol